# 1
{
  "formula": "C21H21ClN2O4S",
  "method": "ωB97M-V/def2-TZVPD",
  "symbols": ["C", "S", "C", "C", "C", "N", "C", "O", "C", "C", "C", "C", "C", "C", "Cl", "C", "C", "N", "C", "O", "C", "C", "C", "C", "C", "C", "C", "O", "O", "H", "H", "H", "H", "H", "H", "H", "H", "H", "H", "H", "H", "H", "H", "H", "H", "H", "H", "H", "H", "H"],
  "xyz": [[0.507, -0.263, -4.241], [-0.882, -0.894, -3.263], [-1.987, 0.564, -3.293], [-1.508, 1.752, -2.470], [-1.701, 1.582, -0.960], [-0.889, 0.496, -0.460], [-0.402, 0.540, 0.786], [-0.536, 1.501, 1.522], [0.420, -0.658, 1.182], [1.583, -1.000, 0.607], [2.246, -0.322, -0.495], [2.129, 1.049, -0.731], [2.761, 1.639, -1.809], [3.529, 0.864, -2.663], [4.302, 1.595, -4.029], [3.688, -0.494, -2.433], [3.054, -1.074, -1.352], [-0.104, -1.374, 2.252], [-1.439, -1.367, 2.561], [-2.257, -0.804, 1.865], [-1.796, -2.097, 3.807], [-1.122, -3.232, 4.247], [-1.520, -3.866, 5.411], [-2.585, -3.372, 6.146], [-3.268, -2.250, 5.706], [-2.881, -1.620, 4.538], [-1.252, 2.878, -0.269], [-0.189, 3.405, -0.467], [-2.242, 3.440, 0.417], [0.974, 0.572, -3.729], [1.217, -1.078, -4.332], [0.148, 0.031, -5.223], [-2.094, 0.845, -4.341], [-2.946, 0.198, -2.926], [-0.451, 1.954, -2.657], [-2.073, 2.633, -2.786], [-2.758, 1.410, -0.713], [-0.800, -0.330, -1.038], [2.082, -1.893, 0.967], [1.557, 1.675, -0.066], [2.654, 2.699, -1.978], [4.301, -1.087, -3.094], [3.173, -2.133, -1.176], [0.531, -1.937, 2.800], [-0.308, -3.652, 3.672], [-0.998, -4.751, 5.745], [-2.887, -3.868, 7.057], [-4.105, -1.869, 6.272], [-3.404, -0.749, 4.174], [-1.922, 4.225, 0.887]],
  "forces_ev_per_a": [[-0.4, 0.0, 0.3], [-0.2, -0.1, -0.3], [0.4, -0.3, 0.0], [-0.1, 0.0, 0.1], [0.1, 0.2, 0.1], [-0.2, 0.1, -0.1], [0.0, 0.0, -0.2], [0.1, -0.2, 0.4], [0.3, -0.2, -0.3], [-0.6, -0.1, 0.4], [0.3, 0.3, -0.3], [0.1, -0.2, 0.0], [0.1, 0.0, -0.1], [-0.1, -0.1, 0.2], [0.1, 0.1, -0.1], [0.1, 0.1, -0.1], [-0.2, 0.1, 0.1], [0.2, -0.2, 0.3], [0.1, -0.2, -0.1], [-0.1, 0.0, 0.1], [-0.3, -0.1, 0.3], [0.0, 0.2, -0.1], [0.0, -0.1, 0.1], [0.0, 0.0, 0.0], [0.0, 0.0, 0.0], [0.1, 0.0, -0.1], [0.1, 0.2, -0.5], [0.1, 0.0, -0.1], [-0.6, 0.2, 0.3], [0.1, 0.1, -0.1], [0.1, 0.0, 0.0], [0.1, 0.0, -0.1], [-0.1, 0.0, 0.0], [-0.1, 0.0, -0.1], [0.0, 0.1, 0.0], [0.0, 0.0, 0.0], [0.1, 0.0, -0.1], [0.2, 0.0, 0.1], [0.0, -0.1, 0.1], [0.0, 0.1, 0.1], [0.0, 0.1, 0.0], [0.1, 0.0, -0.1], [0.0, -0.1, 0.0], [-0.2, 0.2, 0.0], [0.1, 0.0, 0.0], [0.0, -0.1, 0.0], [0.0, 0.0, 0.1], [-0.1, 0.0, 0.0], [-0.1, 0.1, 0.0], [0.2, -0.1, -0.2]],
  "fmax_ev_per_a": 0.71,
  "lumo_energy_ev": 0.3,
  "total_charge": 0,
  "total_energy_ha": -2081.74754,
  "smiles": "CSCC[C@@H](NC(=O)/C(=C\\c1ccc(Cl)cc1)NC(=O)c1ccccc1)C(=O)O",
  "de_lowest_kcal_mol": 0.0,
  "gap_ev": 8.46
}

---

# 2
{
  "formula": "CH4ClNO",
  "method": "ωB97M-V/def2-TZVPD",
  "symbols": ["C", "N", "O", "Cl", "H", "H", "H", "H"],
  "xyz": [[0.287, 0.540, -0.491], [0.919, 0.394, 0.720], [-0.768, 1.312, -0.559], [1.269, 0.421, -1.944], [-0.865, -1.683, -0.583], [1.646, -0.156, 0.932], [0.446, 0.519, 1.649], [-1.391, 1.081, -1.310]],
  "forces_ev_per_a": [[0.2, -3.3, 0.2], [-3.6, 3.4, 1.2], [-1.6, 1.0, -0.4], [0.1, 0.2, 0.4], [0.4, 0.8, -0.1], [3.4, -2.5, -0.6], [-0.3, 0.3, -2.0], [1.4, 0.1, 1.3]],
  "fmax_ev_per_a": 5.14,
  "lumo_energy_ev": [0.7, -0.3],
  "total_charge": 0,
  "total_energy_ha": -630.52404,
  "de_lowest_kcal_mol": 116.7,
  "gap_ev": [9.51, 6.25]
}